Record 1
Entry from OMol25: a molecular structure, C3H8N2 in a non-equilibrium geometry (the ωB97M-V functional and the def2-TZVPD basis).

## Properties
Molar mass in g/mol: 72.1
LUMO level in eV: 1.021
Maximum force in eV/Å: 2.903
Relative energy (zero: lowest compared OMol25 entry of this formula, charge and spin) in kcal/mol: 99.4
Frontier orbital gap in eV: 8.19

Geometry as XYZ:
```
13
Properties=species:S:1:pos:R:3:forces:R:3
C 0.218971 0.390115 -0.656228 0.9 -1.9 0.0
C -0.418354 0.504277 -2.017710 0.0 0.0 0.0
N 0.244682 0.058476 2.235991 -0.1 0.2 0.1
C -0.154525 -0.925618 1.351655 0.4 0.2 -0.9
N -0.175468 -0.787758 0.067090 -2.4 -0.5 1.6
H 0.895162 0.751363 1.897457 -0.1 -0.1 0.0
H 0.406028 -0.223098 3.188559 0.0 0.0 -0.1
H -0.421667 -1.886366 1.772085 0.0 0.0 0.0
H 0.277353 1.326261 -0.099122 0.4 -0.1 0.1
H 0.881664 -0.804648 -0.613120 0.9 2.2 -0.9
H -1.455537 0.857403 -1.952675 0.1 0.0 0.0
H 0.140913 1.200610 -2.645129 0.0 0.0 0.0
H -0.439222 -0.461017 -2.528852 0.0 0.0 0.1
```
Forces are in eV/Å.

Results of the Löwdin charge analysis, in e, for atoms 1 through 5:
1 C -0.27
2 C -0.13
3 N 0.07
4 C -0.29
5 N -0.10

***

Record 2
Entry from OMol25: a molecular structure, C29H53GeN5RuSbSi3 in a non-equilibrium geometry (the ωB97M-V functional and the def2-TZVPD basis).

## Properties
Molar mass in g/mol: 851.5
Net charge: +3
LUMO level (spin up / spin down) in eV: -10.285 / -10.269
Maximum force in eV/Å: 4.281
Frontier orbital gap (spin up / spin down) in eV: 5.75 / 5.74

Geometry as XYZ:
```
93
Properties=species:S:1:pos:R:3:forces:R:3
Ru 0.397561 0.311775 -0.752529 -0.6 2.0 -3.8
C -0.905484 2.973210 -1.684357 -0.1 0.3 0.1
N -0.717884 1.636709 -2.269740 0.9 -1.2 1.3
C -1.898964 0.861817 -2.687796 -0.2 -0.1 -0.1
C -1.512765 -0.586377 -2.711996 -0.2 -0.1 -0.1
N -0.573962 -1.094261 -1.929082 0.3 -0.1 0.3
C -0.472915 -2.442826 -2.246358 -0.2 -0.2 -0.3
C 0.396107 -3.425544 -1.781292 0.1 0.1 0.0
C 0.276767 -4.683784 -2.334225 0.1 0.0 0.1
C -0.691077 -4.969017 -3.310569 -0.1 0.0 0.0
C -1.558363 -4.002562 -3.780125 -0.1 0.0 -0.1
C -1.419192 -2.730742 -3.238302 0.3 0.0 0.3
N -2.058432 -1.524883 -3.499503 0.0 0.0 -0.1
C 0.189240 3.210300 -0.688538 0.0 0.1 0.0
N 0.853249 2.230265 -0.099117 0.3 -0.4 0.1
C 1.766404 2.824896 0.762660 0.1 0.4 -0.1
C 2.730372 2.259525 1.592014 0.0 0.0 -0.1
C 3.498509 3.127985 2.339805 0.0 -0.1 0.0
C 3.307400 4.517405 2.281718 -0.1 0.1 0.0
C 2.363792 5.087903 1.450719 0.0 0.1 0.0
C 1.607355 4.213475 0.680336 0.1 -0.4 0.2
N 0.597727 4.412832 -0.253705 -0.1 0.1 -0.1
H -1.874575 3.005835 -1.181207 0.0 0.0 0.0
H -0.905209 3.764172 -2.438612 0.0 -0.1 -0.1
H -0.046603 1.687496 -3.034776 0.1 0.0 0.0
H -2.280537 1.165414 -3.666143 0.0 0.1 0.0
H -2.692321 1.022189 -1.953275 0.0 0.0 0.0
H 1.142364 -3.197012 -1.030167 0.0 -0.1 0.0
H 0.946813 -5.472873 -2.020836 0.0 0.0 0.0
H -0.753529 -5.971662 -3.710581 0.0 0.0 0.0
H -2.296282 -4.221272 -4.540494 0.0 0.0 0.0
H -2.764630 -1.379455 -4.206189 0.0 0.1 0.0
H 2.864913 1.185702 1.630594 0.0 0.0 0.0
H 4.272786 2.736597 2.986099 0.0 0.0 0.0
H 3.920241 5.158009 2.900655 0.0 0.0 0.0
H 2.224747 6.159540 1.397978 0.0 0.0 0.0
H 0.274390 5.308886 -0.588205 0.0 0.0 0.0
C 2.261430 2.426116 -3.889691 0.0 -0.3 0.3
Ge 2.485523 0.489032 -3.563934 0.0 0.1 -0.8
C 4.339697 -0.019166 -3.962542 -0.3 0.0 0.3
C 1.236954 -0.536087 -4.698217 0.2 0.1 0.3
C 2.269836 0.032186 -1.626303 -0.7 -0.1 1.6
H 2.758135 2.636602 -4.837289 0.0 0.0 0.0
H 2.755991 3.018932 -3.119371 0.0 0.0 0.0
H 1.229506 2.770112 -3.994178 0.0 0.0 -0.1
H 4.504411 0.172053 -5.023086 0.0 0.0 0.0
H 4.514422 -1.074940 -3.763585 0.0 0.0 0.0
H 5.044758 0.576284 -3.385101 0.0 0.0 0.0
H 1.663831 -0.557113 -5.701386 0.0 0.0 0.0
H 0.246136 -0.083084 -4.772909 0.0 0.0 0.0
H 1.134332 -1.567483 -4.360112 0.0 0.0 0.0
H 2.973852 0.629353 -1.039009 0.0 0.0 0.0
H 2.485656 -1.033496 -1.482707 0.0 0.0 -0.1
C -3.995440 -1.077124 0.300864 -0.1 -0.4 0.2
Si -2.884636 -2.171274 1.351644 0.7 0.4 -0.5
C -3.528240 -2.515391 3.066985 0.2 0.1 -0.2
C -2.170380 -3.658968 0.469036 -0.3 0.1 0.2
Sb -0.671220 -0.362192 1.453619 -0.7 -0.9 1.9
Si 1.202449 -1.704791 3.013461 -0.2 0.3 -0.2
C 2.264514 -0.440989 3.903446 -0.1 -0.2 -0.1
C 0.009584 -2.614324 4.137156 0.2 0.1 -0.2
C 2.120706 -2.747712 1.752608 -0.2 0.1 0.3
Si -1.821450 1.641330 2.953133 0.6 0.2 -0.3
C -2.877041 2.592097 1.719264 0.1 -0.2 0.2
C -0.372141 2.641138 3.596137 -0.4 -0.1 0.0
C -2.784951 0.781242 4.306503 0.1 0.0 -0.3
H -4.814088 -1.669390 -0.118205 0.0 0.0 0.0
H -3.443583 -0.633266 -0.527700 0.0 0.0 0.0
H -4.444335 -0.281391 0.896771 0.0 0.0 0.0
H -4.337689 -3.245387 2.960155 0.0 0.0 -0.1
H -3.947041 -1.636430 3.552193 0.0 0.0 0.0
H -2.780410 -2.957245 3.724333 0.0 0.0 0.0
H -2.830869 -4.516120 0.631179 0.0 0.0 0.0
H -1.183335 -3.932886 0.842107 0.0 0.0 0.0
H -2.096430 -3.498378 -0.606381 0.0 0.0 0.1
H 1.786145 0.531719 4.014623 0.0 0.0 0.0
H 3.221760 -0.295931 3.400915 0.0 0.0 0.0
H 2.479056 -0.819710 4.906340 0.0 0.0 0.0
H -0.744667 -1.944203 4.551853 0.0 0.0 0.0
H 0.563967 -3.041694 4.977153 0.0 0.0 0.0
H -0.492460 -3.435581 3.624066 0.0 0.0 0.0
H 2.489329 -2.136699 0.926502 0.0 0.0 0.0
H 1.487560 -3.539184 1.348330 0.0 0.0 0.0
H 2.983884 -3.224201 2.224369 0.0 0.0 0.0
H -2.251721 3.142255 1.014583 0.1 0.0 0.0
H -3.485788 3.326961 2.252850 0.0 0.0 0.0
H -3.557333 1.946611 1.162410 0.0 0.0 0.0
H 0.350403 2.891742 2.821261 0.0 0.0 0.0
H 0.148810 2.108646 4.393371 0.0 0.0 0.0
H -0.744525 3.576334 4.025250 0.0 0.0 0.0
H -3.810414 0.569607 4.003251 0.0 0.0 0.0
H -2.833533 1.455582 5.165722 0.0 0.0 0.0
H -2.316923 -0.143775 4.643402 0.0 0.0 0.0
```
Forces are in eV/Å.

Results of the Löwdin charge analysis, in e, for atoms 1 through 5:
1 Ru 0.87
2 C -0.07
3 N -0.07
4 C -0.07
5 C -0.33

***

Record 3
Entry from OMol25: 2 unconnected molecules or ions with the total composition C9H14 in a non-equilibrium geometry (the ωB97M-V functional and the def2-TZVPD basis).

## Properties
Molar mass in g/mol: 122.2
SMILES string: Cc1ccccc1.CC
LUMO level in eV: 1.015
Maximum force in eV/Å: 4.906
Relative energy (zero: lowest compared OMol25 entry of this formula, charge and spin) in kcal/mol: 43.8
Frontier orbital gap in eV: 10.01

Geometry as XYZ:
```
23
Properties=species:S:1:pos:R:3:forces:R:3
C 1.253011 -0.773830 2.221942 -0.3 1.5 0.3
C 1.869107 0.316468 3.242148 -1.1 0.6 -4.7
H 1.043097 -0.312092 1.240664 0.5 -0.3 0.3
H 1.848429 -1.674102 2.099368 0.1 0.0 0.0
H 0.245185 -1.059822 2.567137 0.4 0.0 0.1
H 2.882326 0.636067 2.943086 -0.3 -0.5 0.4
H 1.793777 -0.136832 4.158415 0.1 -0.3 2.6
H 1.237806 1.233192 3.043765 0.5 -0.9 1.0
C 0.312701 -0.607072 -3.192169 -1.7 -0.7 -2.4
C -1.449404 -0.972490 -1.333275 -0.8 2.3 -1.0
C -0.351113 -0.241706 -1.881919 -0.6 -1.6 -0.4
C -2.243260 -0.319526 -0.377376 -0.6 -1.2 2.3
C -1.944721 0.962386 0.224184 0.3 -1.8 -1.6
C 0.047473 0.863394 -1.206487 1.2 2.4 0.0
C -0.793124 1.557016 -0.303640 0.4 0.7 -0.2
H -1.905277 -1.768427 -1.921913 0.4 -0.3 0.5
H -3.102037 -0.940418 0.100703 1.3 1.3 -1.1
H 0.533326 -1.704934 -3.196194 0.0 1.0 -0.3
H 1.186847 -0.012669 -3.441220 0.3 -0.1 0.5
H -2.628817 1.314731 1.010335 0.6 0.3 -0.7
H 1.043418 1.366126 -1.490470 -1.8 -0.6 0.2
H -0.501313 2.635615 -0.283226 -0.4 -1.0 1.1
H -0.377437 -0.361074 -4.223857 1.4 -0.8 3.1
```
Forces are in eV/Å.

Results of the Löwdin charge analysis, in e, for atoms 1 through 5:
1 C -0.15
2 C -0.13
3 H 0.03
4 H 0.05
5 H 0.06